Entry from the OMol25 dataset: 9 unconnected molecules or ions with the total composition C55H47F13N3 at a distorted geometry (the ωB97M-V functional and the def2-TZVPD basis).

Bonds (Å) are listed after each position.
Geometry (Å):
1 N -0.93586 3.95671 5.28524  C2 1.329, H16 1.040
2 C -1.99439 4.73207 5.07176  N1 1.329, C3 1.632, H17 1.144
3 C -3.42725 4.06979 5.48773  C2 1.632, C4 1.594, H18 1.161, H19 1.143
4 C -4.60580 5.09021 5.15446  C3 1.594, N5 1.440, N8 1.445
5 N -4.60057 6.52084 5.31882  C4 1.440, C6 1.461, H20 1.042
6 C -5.82059 7.20426 4.89697  N5 1.461, C7 1.572, H21 1.138
7 C -6.70409 6.00057 4.40583  C6 1.572, N8 1.482, H22 1.151
8 N -5.90969 4.76810 4.62061  C4 1.445, C7 1.482, C9 1.478
9 C -6.54453 3.48026 4.27062  N8 1.478, F10 1.445, F11 1.417, C12 1.638
10 F -6.66540 3.47348 2.83043  C9 1.445
11 F -5.79514 2.33060 4.62349  C9 1.417
12 C -8.01968 3.28952 4.95753  C9 1.638, F13 1.438, F14 1.412, F15 1.427
13 F -8.14405 1.88595 5.24417  C12 1.438
14 F -9.04023 3.67956 4.06263  C12 1.412
15 F -8.08747 3.93535 6.22848  C12 1.427
16 H -0.08445 4.45953 4.96294  N1 1.040
17 H -1.90795 5.76523 4.58773  C2 1.144
18 H -3.40571 3.80155 6.61724  C3 1.161
19 H -3.47466 3.07411 4.92941  C3 1.143
20 H -3.81741 7.08431 5.71254  N5 1.042
21 H -6.10855 8.30552 4.89410  C6 1.138
22 H -7.76454 6.05679 3.96103  C7 1.151
23 F 1.77366 3.92669 3.00198  C24 1.345
24 C 1.53392 2.80686 2.29692  F23 1.345, C25 1.386, C29 1.386
25 C 2.53568 2.27579 1.49966  C24 1.386, C26 1.391, H30 1.084
26 C 2.28829 1.11432 0.77438  C25 1.391, C27 1.394, H31 1.084
27 C 1.03726 0.50372 0.84713  C26 1.394, C28 1.392, H32 1.086
28 C 0.03731 1.04925 1.64755  C27 1.392, C29 1.391, H33 1.085
29 C 0.28889 2.20435 2.38106  C24 1.386, C28 1.391, H34 1.084
30 H 3.49942 2.76945 1.44947  C25 1.084
31 H 3.06732 0.68597 0.15340  C26 1.084
32 H 0.84295 -0.40020 0.27766  C27 1.086
33 H -0.93741 0.57493 1.70003  C28 1.085
34 H -0.47453 2.63846 3.01628  C29 1.084
35 F 4.79953 0.23562 -1.06456  C36 1.345
36 C 4.55858 -0.88426 -1.76949  F35 1.345, C37 1.386, C41 1.386
37 C 5.56042 -1.41527 -2.56689  C36 1.386, C38 1.391, H42 1.084
38 C 5.31286 -2.57656 -3.29229  C37 1.391, C39 1.394, H43 1.085
39 C 4.06230 -3.18712 -3.21976  C38 1.394, C40 1.392, H44 1.086
40 C 3.06233 -2.64182 -2.41930  C39 1.392, C41 1.391, H45 1.085
41 C 3.31291 -1.48715 -1.68553  C36 1.386, C40 1.391, H46 1.083
42 H 6.52426 -0.92165 -2.61697  C37 1.084
43 H 6.09213 -3.00534 -3.91369  C38 1.085
44 H 3.86844 -4.09079 -3.78957  C39 1.086
45 H 2.08755 -3.11617 -2.36707  C40 1.085
46 H 2.54890 -1.05462 -1.05095  C41 1.083
47 F -1.16843 -2.69704 -2.22302  C48 1.344
48 C -1.12060 -1.79720 -3.22063  F47 1.344, C49 1.386, C53 1.387
49 C -1.18241 -2.23328 -4.53498  C48 1.386, C50 1.391, H54 1.084
50 C -1.13806 -1.30165 -5.56726  C49 1.391, C51 1.393, H55 1.085
51 C -1.02141 0.05517 -5.27358  C50 1.393, C52 1.392, H56 1.086
52 C -0.95500 0.48176 -3.95012  C51 1.392, C53 1.391, H57 1.085
53 C -1.01047 -0.44859 -2.91722  C48 1.387, C52 1.391, H58 1.084
54 H -1.26469 -3.29323 -4.74462  C49 1.084
55 H -1.19356 -1.63198 -6.59913  C50 1.085
56 H -0.98239 0.78103 -6.07986  C51 1.086
57 H -0.85997 1.53863 -3.72313  C52 1.085
58 H -0.96897 -0.13344 -1.88070  C53 1.084
59 F 8.40852 -4.64562 -2.55507  C60 1.343
60 C 8.16847 -5.76364 -3.25898  F59 1.343, C61 1.386, C65 1.386
61 C 9.17060 -6.29498 -4.05627  C60 1.386, C62 1.392, H66 1.084
62 C 8.92309 -7.45648 -4.78175  C61 1.392, C63 1.393, H67 1.085
63 C 7.67260 -8.06712 -4.70983  C62 1.393, C64 1.392, H68 1.086
64 C 6.67209 -7.52181 -3.90973  C63 1.392, C65 1.391, H69 1.084
65 C 6.92297 -6.36675 -3.17574  C60 1.386, C64 1.391, H70 1.084
66 H 10.13437 -5.80145 -4.10607  C61 1.084
67 H 9.70272 -7.88504 -5.40279  C62 1.085
68 H 7.47900 -8.97069 -5.27960  C63 1.086
69 H 5.69867 -7.99563 -3.85805  C64 1.084
70 H 6.15850 -5.93339 -2.54077  C65 1.084
71 F 3.61172 -8.50875 -4.27649  C72 1.343
72 C 2.77166 -9.04089 -3.37353  F71 1.343, C73 1.386, C77 1.386
73 C 2.10199 -10.21636 -3.67630  C72 1.386, C74 1.391, H78 1.084
74 C 1.23576 -10.77015 -2.73886  C73 1.391, C75 1.393, H79 1.085
75 C 1.04110 -10.13607 -1.51358  C74 1.393, C76 1.392, H80 1.086
76 C 1.71524 -8.95333 -1.22247  C75 1.392, C77 1.391, H81 1.085
77 C 2.58995 -8.40502 -2.15518  C72 1.386, C76 1.391, H82 1.084
78 H 2.25988 -10.69090 -4.63795  C73 1.084
79 H 0.71248 -11.69385 -2.96243  C74 1.085
80 H 0.36170 -10.56652 -0.78446  C75 1.086
81 H 1.55944 -8.45862 -0.26938  C76 1.085
82 H 3.12991 -7.48956 -1.94193  C77 1.084
83 F -3.80700 -3.24640 -5.38894  C84 1.342
84 C -4.83297 -2.73564 -4.69168  F83 1.342, C85 1.386, C89 1.386
85 C -5.99822 -2.38238 -5.35482  C84 1.386, C86 1.391, H90 1.084
86 C -7.06415 -1.85738 -4.63096  C85 1.391, C87 1.393, H91 1.085
87 C -6.94857 -1.68165 -3.25365  C86 1.393, C88 1.392, H92 1.086
88 C -5.77173 -2.03532 -2.59902  C87 1.392, C89 1.391, H93 1.085
89 C -4.70949 -2.57060 -3.32064  C84 1.386, C88 1.391, H94 1.084
90 H -6.06668 -2.51870 -6.42794  C85 1.084
91 H -7.98335 -1.58484 -5.13882  C86 1.085
92 H -7.77927 -1.26785 -2.69024  C87 1.086
93 H -5.68189 -1.89407 -1.52684  C88 1.085
94 H -3.78932 -2.85971 -2.82613  C89 1.084
95 F -2.94153 8.18172 8.03386  C96 1.346
96 C -3.77757 7.65260 8.94654  F95 1.346, C97 1.385, C101 1.386
97 C -4.44518 6.47501 8.65220  C96 1.385, C98 1.392, H102 1.083
98 C -5.30670 5.92171 9.59459  C97 1.392, C99 1.393, H103 1.085
99 C -5.49796 6.56025 10.81743  C98 1.393, C100 1.393, H104 1.085
100 C -4.82529 7.74658 11.10065  C99 1.393, C101 1.392, H105 1.085
101 C -3.95559 8.29338 10.16202  C96 1.386, C100 1.392, H106 1.084
102 H -4.28910 5.99789 7.69307  C97 1.083
103 H -5.82849 4.99553 9.37667  C98 1.085
104 H -6.17317 6.13129 11.55100  C99 1.085
105 H -4.97849 8.24491 12.05203  C100 1.085
106 H -3.41719 9.21092 10.36890  C101 1.084
107 F 5.52413 3.63096 -5.96702  C108 1.341
108 C 5.51648 3.92079 -4.65739  F107 1.341, C109 1.387, C113 1.386
109 C 5.70993 5.23166 -4.24886  C108 1.387, C110 1.391, H114 1.084
110 C 5.69694 5.53322 -2.89059  C109 1.391, C111 1.393, H115 1.085
111 C 5.50135 4.51857 -1.95592  C110 1.393, C112 1.392, H116 1.086
112 C 5.31310 3.20484 -2.37746  C111 1.392, C113 1.391, H117 1.084
113 C 5.31500 2.90460 -3.73600  C108 1.386, C112 1.391, H118 1.084
114 H 5.86882 6.00625 -4.99022  C109 1.084
115 H 5.83967 6.55687 -2.56039  C110 1.085
116 H 5.49580 4.75410 -0.89602  C111 1.086
117 H 5.16509 2.41566 -1.64871  C112 1.084
118 H 5.16118 1.88898 -4.08248  C113 1.084

The calculation puts the HOMO-LUMO gap at 5.7 eV. The HOMO energy comes out at -10.01 eV. Its charge is +1. The LUMO energy comes out at -0.159 hartree.